ORCA calculation (ωB97M-V with the def2-TZVPD basis set) on C21H31IN7O5SSc as an isolated structure.

Calculated values
**Kohn-Sham gap**: 7.7 eV
**E**: -82572.5528 eV
**Charge**: +2

Structure (XYZ):
```
67
Properties=species:S:1:pos:R:3:forces:R:3:mulliken_charge:R:1
Sc 0.4881 -0.7696 -1.1938 0.10 -0.01 -0.03 0.714
C -3.1895 1.2000 -2.9971 0.00 0.00 0.00 -1.181
C -2.3880 2.0861 -2.0935 0.00 0.00 0.00 0.971
N -2.9197 3.2177 -1.6817 0.00 0.00 0.00 -0.602
C -2.2106 4.0387 -0.8933 0.00 0.00 0.00 -1.063
C -0.9330 3.7680 -0.4595 -0.01 0.01 0.00 0.984
C -0.2036 4.7620 0.4153 0.00 -0.01 0.00 -0.964
O 1.0412 5.1653 -0.1343 0.00 0.00 0.00 -0.537
C -0.3569 2.5370 -0.8503 0.01 -0.01 0.00 0.274
C 0.9895 2.2142 -0.4115 0.00 0.02 0.00 -0.862
N 1.5361 1.0465 -0.4590 -0.02 0.00 0.00 0.712
C 2.8918 0.9498 -0.0138 -0.01 0.00 0.00 -0.069
C 3.2858 1.4259 1.2295 0.00 0.00 0.00 -0.030
C 4.6081 1.3123 1.6314 0.00 0.00 0.00 -0.901
C 5.5440 0.7188 0.7987 0.00 0.00 0.00 -0.670
C 5.1629 0.2294 -0.4437 0.00 0.00 0.00 -0.482
C 3.8408 0.3460 -0.8296 0.00 0.00 0.01 0.088
I 3.2480 -0.3716 -2.7115 -0.01 -0.01 0.00 0.091
C -1.0906 1.6900 -1.6885 0.00 -0.01 0.02 0.012
O -0.6173 0.5214 -2.1158 -0.02 0.02 -0.03 -0.658
H -4.1500 1.6664 -3.1964 0.00 0.00 0.00 0.382
H -3.3576 0.2208 -2.5411 0.00 0.00 0.00 0.200
H -2.6682 1.0385 -3.9426 0.00 0.00 0.00 0.307
H -2.7023 4.9613 -0.6066 0.00 0.00 0.00 0.397
H 0.0303 4.3225 1.3883 0.00 0.00 0.00 0.212
H -0.8548 5.6169 0.6060 0.00 0.00 0.00 0.513
H 0.8937 5.8340 -0.8117 0.00 0.00 0.00 0.341
H 1.5831 3.0477 -0.0397 0.00 0.00 0.00 1.083
H 2.5489 1.8751 1.8841 0.00 0.00 0.00 0.492
H 4.9060 1.6865 2.6010 0.00 0.00 0.00 0.432
H 6.5751 0.6307 1.1114 0.00 0.00 0.00 0.422
H 5.8911 -0.2303 -1.0973 0.00 0.00 0.00 0.438
N -0.2455 -1.9183 -3.3235 0.01 0.00 0.00 -0.408
N 0.3106 -3.1953 -3.5113 0.00 0.00 0.00 -0.301
C 1.0672 -3.7046 -2.5186 0.00 0.00 0.01 0.493
N 1.6906 -4.8551 -2.6662 0.00 0.00 -0.01 -0.326
N 1.0877 -2.9144 -1.4391 -0.02 0.02 0.00 -0.072
N 2.0057 -3.0562 -0.4456 0.00 -0.02 0.00 1.197
O 2.6561 -4.0497 -0.2658 0.00 0.00 0.00 -0.690
O 2.0627 -2.0221 0.2340 -0.01 0.00 0.00 -0.552
H -1.2611 -1.9733 -3.2932 0.00 0.00 0.00 0.304
H 0.0126 -1.3081 -4.0948 0.00 0.00 0.00 0.342
H 0.0684 -3.7399 -4.3259 0.00 0.00 0.00 0.186
H 1.6832 -5.3520 -3.5431 0.00 0.00 0.00 0.198
H 2.2377 -5.2178 -1.8978 0.00 0.00 0.00 0.208
C -2.9987 -4.0576 1.5597 0.00 0.00 0.00 -1.217
C -1.7615 -3.4152 2.1743 0.00 0.00 0.00 -0.273
C -1.9303 -1.9328 2.4920 0.00 0.00 0.00 -0.814
S -2.1781 -0.9768 0.9948 0.00 -0.01 -0.01 0.113
O -0.8036 -1.1115 0.2927 -0.02 0.00 0.03 -0.267
C -2.2204 0.7078 1.6188 0.01 0.00 0.00 -0.268
C -1.0072 1.1555 2.4376 0.00 0.00 0.01 0.615
C -1.2652 1.1971 3.9406 0.00 0.00 0.00 -1.584
H -2.8404 -5.1240 1.4088 0.00 0.00 0.00 0.395
H -3.2521 -3.6215 0.5909 0.00 0.00 0.00 0.313
H -3.8657 -3.9430 2.2115 0.00 0.00 0.00 0.352
H -0.8899 -3.5424 1.5274 0.00 0.00 0.00 0.061
H -1.5136 -3.9078 3.1158 0.00 0.00 0.00 0.411
H -1.0551 -1.5170 2.9914 0.00 0.00 0.00 0.368
H -2.8203 -1.7489 3.1005 0.00 0.00 0.00 0.622
H -3.1571 0.7621 2.1824 0.00 0.00 0.00 0.920
H -2.3609 1.3025 0.7133 0.00 0.00 0.00 -0.169
H -0.7386 2.1560 2.0925 0.00 0.00 0.00 -0.387
H -0.1465 0.5208 2.2034 0.00 0.00 0.00 0.059
H -2.0807 1.8829 4.1725 0.00 0.00 0.00 0.403
H -0.3806 1.5427 4.4738 0.00 0.00 0.00 0.414
H -1.5315 0.2199 4.3432 0.00 0.00 0.00 0.308
```
Positions in Å, forces in eV/Å.